(1)
62
Properties=species:S:1:pos:R:3 method="wB97M-V/def2-TZVPD" total_charge=+1 multiplicity=1 e_tot_ha=-1557.9937
C 3.2700 -0.2811 1.7509
C 2.2474 -1.4190 1.2914
C 0.9950 -1.5234 2.2516
F 0.9967 -0.4865 3.2134
C -0.4072 -1.6234 1.5385
N -1.1029 -0.3839 1.0933
C -0.2941 0.7323 0.5537
C 0.1363 0.6312 -0.9666
C 0.0301 2.1096 -1.5852
N 1.3002 2.3472 -2.3658
C -2.1707 -0.9027 0.3224
N -3.3199 -0.3801 -0.0575
B -3.6738 1.0303 0.3218
O -3.5717 1.4328 1.6696
O -4.0581 1.9770 -0.6451
C -4.3205 1.4027 -1.9430
N -1.9817 -2.3019 -0.0817
C -0.6923 -2.8153 0.5229
N -0.7317 -4.0837 1.2534
C 0.2250 -2.9847 -0.7578
C -0.6264 -3.7990 -1.8261
C -1.0443 -5.3213 -1.6069
N -1.0510 -3.2384 -2.9154
H 2.7312 0.7033 1.7746
H 4.0360 -0.1903 0.9203
H 3.8200 -0.5252 2.6926
H 1.9975 -1.2173 0.2190
H 2.8137 -2.3981 1.3546
H 1.1156 -2.4812 2.8406
H -1.0748 -1.9343 2.4097
H -0.9292 1.6672 0.6522
H 0.6343 0.9566 1.1535
H 1.2197 0.3310 -1.1047
H -0.4925 -0.0427 -1.6079
H -0.8852 2.2267 -2.2283
H 0.0078 2.9096 -0.7982
H 1.1518 3.1021 -3.0351
H 1.5756 1.4906 -2.8447
H -3.9404 -0.9779 -0.6137
H -4.2880 2.0767 1.8064
H -3.4244 0.8918 -2.4061
H -4.6021 2.2198 -2.6714
H -5.1829 0.6755 -1.9142
H -2.6592 -2.7947 0.5338
H -1.2623 -4.0171 2.1266
H 0.2258 -4.3013 1.5576
H 1.1686 -3.5645 -0.5778
H 0.5036 -2.0293 -1.2706
H -0.7845 -5.8683 -2.5533
H -0.4715 -5.7674 -0.7430
H -2.1595 -5.4324 -1.4554
H -1.5921 -3.9248 -3.4553
C 3.3236 4.0721 1.4105
C 2.2492 4.4931 0.4545
O 2.4659 5.8822 0.3200
C 3.8027 6.0677 0.5205
O 4.3918 7.0539 0.2264
O 4.3777 4.9736 1.0946
F 1.0118 4.2974 0.9908
H 3.0315 4.2053 2.4557
H 3.6333 3.0373 1.2617
H 2.3057 4.0144 -0.5279


(2)
8
Properties=species:S:1:pos:R:3 method="wB97M-V/def2-TZVPD" total_charge=0 multiplicity=1 smiles="O=[N+]([O-])OO[N+](=O)[O-]" e_tot_ha=-560.5968
N 1.5682 0.1089 -0.1431
N -1.5682 0.1090 0.1430
O 1.1527 0.7669 -1.0087
O 2.5610 0.0322 0.4496
O -1.1527 0.7670 1.0086
O -2.5610 0.0321 -0.4496
O 0.5580 -0.9235 0.3721
O -0.5580 -0.9236 -0.3720


(3)
72
Properties=species:S:1:pos:R:3 method="wB97M-V/def2-TZVPD" total_charge=+1 multiplicity=1 e_tot_ha=-1849.7575
C 2.6975 -0.4095 1.3380
C 1.3250 -0.7751 2.1167
C 0.8560 -2.3004 2.0412
C 0.3289 -2.9238 0.6821
C 1.4348 -2.8216 -0.5258
C -1.1987 -2.7240 0.2243
C -1.4120 -3.7616 -1.0306
C -1.3531 -3.1355 -2.4841
O -0.2898 -2.9529 -3.1654
I -3.1365 -2.5089 -3.6405
C -2.0818 -3.4952 1.3777
C -3.5713 -2.9382 1.5699
C -4.0531 -3.5614 3.0130
C -4.6516 -3.5060 0.5209
O -4.6807 -3.2142 -0.7289
O -5.6824 -4.3387 0.9807
C -3.6113 -1.3385 1.7720
O -4.8399 -0.6851 1.3751
C -4.8189 -0.1958 0.0655
N -4.9414 0.0900 -1.1015
C -2.2555 -0.7020 1.2134
N -1.7037 -1.3509 -0.0298
C -0.8193 -0.3898 -0.7515
C -1.6156 0.8744 -1.4298
O -0.8029 2.1062 -1.2842
C -0.9481 2.6287 0.0406
O 0.1428 2.8171 0.6691
H 3.1202 0.5271 1.8804
H 2.5721 -0.2364 0.2166
H 3.4634 -1.2452 1.5764
H 0.4883 0.0098 1.9547
H 1.6031 -0.6102 3.2366
H 0.1732 -2.4503 2.9693
H 1.7995 -2.9226 2.3239
H 0.3654 -4.0738 0.8902
H 1.3172 -3.6513 -1.2966
H 2.4416 -3.0501 0.0098
H 1.5517 -1.7706 -0.9446
H -0.6182 -4.6037 -0.9617
H -2.4256 -4.3222 -0.9564
H -1.5922 -3.4735 2.4099
H -2.1887 -4.6249 1.1365
H -3.8536 -4.6841 2.9583
H -5.1365 -3.2880 3.2578
H -3.3046 -3.1217 3.7786
H -3.5571 -1.1720 2.9211
H -2.4069 0.4259 1.1464
H -1.4759 -0.8500 2.0598
H -2.5444 -1.4723 -0.6598
H -0.2574 -0.8440 -1.6592
H 0.0068 0.0934 -0.1286
H -1.8003 0.7361 -2.5458
H -2.6068 1.1043 -0.9087
H -1.9439 2.8088 0.5708
C 4.9226 3.8472 -2.0200
C 3.4148 3.9350 -1.8172
C 2.8093 5.2820 -2.2329
O 3.1294 6.2858 -1.2721
C 4.3330 7.0082 -1.5490
N 3.1293 3.7551 -0.3575
H 5.4799 4.4256 -1.2801
H 5.2568 2.8097 -1.9256
H 5.2033 4.1978 -3.0144
H 2.9245 3.1159 -2.3486
H 1.7171 5.1888 -2.2166
H 3.0888 5.5738 -3.2475
H 4.5729 7.0306 -2.6142
H 5.1575 6.5595 -0.9903
H 4.2095 8.0312 -1.1916
H 3.6471 2.9843 0.0707
H 2.1247 3.6116 -0.1848
H 3.3717 4.6323 0.1277


(4)
16
Properties=species:S:1:pos:R:3 method="wB97M-V/def2-TZVPD" total_charge=0 multiplicity=1 smiles=CC.CC e_tot_ha=-159.5176
C -1.7165 -0.7115 1.3780
C -1.6054 -1.2558 -0.0829
H -1.7571 0.4266 1.6197
H -2.5068 -1.2275 1.9485
H -0.7103 -0.6748 1.8876
H -2.6208 -1.1351 -0.4126
H -0.8875 -0.9494 -0.8659
H -1.2417 -2.3155 -0.0183
C 1.8200 0.4474 -0.0591
C 1.3309 1.4977 -1.1935
H 1.0796 -0.3691 -0.0874
H 2.8396 0.1261 -0.2399
H 2.0469 0.8669 0.8802
H 1.8010 2.4961 -0.9696
H 0.3631 1.6406 -1.4915
H 1.7651 1.1370 -2.2933


(5)
42
Properties=species:S:1:pos:R:3 method="wB97M-V/def2-TZVPD" total_charge=0 multiplicity=1 smiles="CS(=O)(=O)Nc1cccc2c(O)cc(C(=O)Nc3ccccc3N)nc12" e_tot_ha=-1575.6043
O 0.1635 -2.7826 1.8157
O 0.6117 3.2468 -2.7164
O 1.0632 1.1602 -1.5857
N -0.9588 0.2719 0.4920
O -4.7386 -1.3481 1.2247
C 0.2017 -1.6918 1.2476
C -1.0805 -0.9661 1.0186
C 5.4211 -2.4293 0.8690
C 4.4330 -3.2193 1.4448
C 5.0749 -1.1698 0.3945
C 3.1150 -2.7827 1.4789
C -3.0048 3.0786 -0.6259
C -4.2945 2.6121 -0.3911
C -2.3656 -1.5152 1.2852
C 3.7544 -0.7575 0.3545
C 2.7233 -1.5808 0.8987
C -1.9229 2.2730 -0.3419
C -4.4558 1.3651 0.2011
C -3.5194 -0.7600 1.0393
C -2.0766 1.0111 0.2761
C -3.3883 0.5197 0.4767
N 3.5008 0.5350 -0.1688
N 1.3917 -1.1181 0.8068
N -0.6587 2.7372 -0.6400
C -1.2611 1.3678 -3.0256
S 0.0375 2.0992 -2.0341
H -4.6977 -2.2564 1.6211
H 6.4447 -2.8123 0.8741
H 4.6916 -4.2075 1.8383
H 5.8874 -0.5507 0.0712
H 2.3613 -3.4454 1.9443
H -2.8003 4.0536 -1.0940
H -5.1787 3.1922 -0.6058
H -2.4790 -2.4804 1.7727
H -5.4548 0.9216 0.3911
H 4.2300 0.9743 -0.7362
H 2.5315 0.6963 -0.5195
H 1.2322 -0.2894 0.2920
H -0.0162 2.3626 0.0544
H -2.1213 2.0123 -3.0263
H -1.5658 0.4054 -2.6304
H -0.8312 1.2673 -4.0418


(6)
11
Properties=species:S:1:pos:R:3 method="wB97M-V/def2-TZVPD" total_charge=0 multiplicity=1 e_tot_ha=-3361.5936
C 0.8130 -0.0259 -1.7835
C 0.2036 -0.3534 -0.7761
C -2.2448 -0.3954 0.1911
C -2.9706 0.6603 0.0554
C -0.5149 -0.4592 0.4964
Br -4.7862 0.5243 -0.5289
I -2.9711 -2.3101 -0.1499
I -2.4145 2.6285 0.5828
H 1.4456 -0.1063 -2.6506
H -0.2555 0.2572 1.2448
H -0.4517 -1.3869 0.8987